Model i:
Formula: C17H29N5O7
Source: OMol25
Level of theory: ωB97M-V with the def2-TZVPD basis set

CARTESIAN COORDINATES (ANGSTROEM)
C: -0.66 -2.81 -1.65
H: 2.94 2.42 -1.28
N: 2.72 0.57 -2.15
H: 4.39 1.42 -1.31
H: 1.82 2.66 0.77
H: 3.49 2.74 1.35
C: -0.11 1.17 1.78
H: 0.69 1.26 4.86
C: 2.63 2.08 1.22
H: -3.11 -1.66 1.77
C: -0.90 0.18 3.79
H: -4.24 -0.29 1.76
H: 4.79 -1.26 -3.59
H: -0.80 -3.88 -1.79
C: -2.87 -0.21 -2.79
N: 2.40 -0.98 -3.69
H: -3.24 2.36 -2.25
H: 0.10 -2.45 -2.34
O: 3.07 1.47 3.49
N: 1.15 -0.44 -3.34
H: 3.82 0.35 0.71
H: -0.40 0.94 -1.98
C: -2.07 -1.45 -3.06
H: -1.11 -1.19 -3.51
H: -0.93 -2.13 2.39
O: 4.60 -0.55 -2.97
H: -1.57 0.98 4.09
C: 1.39 0.45 -2.43
H: -3.67 1.38 -0.82
H: -3.80 -0.46 -2.27
H: 1.19 -0.30 4.23
H: 0.61 -1.39 2.05
H: -2.18 2.34 -0.83
N: 0.96 1.18 2.76
H: -1.43 -1.04 -0.04
C: -0.46 -1.33 1.82
H: 0.26 0.99 0.77
O: 0.52 1.22 -1.77
C: 2.99 0.92 0.29
C: 2.25 1.57 2.59
H: 2.14 0.22 0.23
C: 3.32 1.40 -1.13
O: 0.68 -3.34 0.26
O: -2.10 0.65 -1.96
O: -2.30 0.27 1.74
H: -3.37 -0.70 3.25
H: -2.62 -2.09 -3.76
C: -2.85 1.74 -1.44
C: -3.29 -0.65 2.16
C: 3.28 -0.37 -2.97
C: -0.15 -2.59 -0.23
N: -0.66 -1.52 0.40
C: -1.00 0.03 2.27
O: -1.88 -2.11 -1.82
H: -1.18 -0.73 4.33
C: 0.56 0.56 4.03
H: -3.12 0.30 -3.73
H: -0.69 2.10 1.78

Computed properties:
Multiplicity: 1
Gap between HOMO and LUMO, eV: 9.2

The molecule's Löwdin atomic charges, reported in e, are given here: C -0.0992; H 0.1292; N 0.0689; H 0.1302; H 0.1160; H 0.1280; C -0.0569; H 0.1270; C -0.1023; H 0.0917; C -0.0794; H 0.0925; H 0.1241; H 0.1364; C -0.1731; N 0.0837; H 0.0955; H 0.1123; O 0.0620; N 0.0763; H 0.1290; H 0.0833; C -0.1785; H 0.1003; H 0.1361; O 0.1121; H 0.1319; C -0.4336; H 0.0915; H 0.1322; H 0.1283; H 0.1402; H 0.0921; N -0.0263; H 0.1240; C -0.0973; H 0.1028; O 0.1021; C -0.1408; C -0.4651; H 0.1056; C -0.0956; O 0.0648; O -0.2363; O -0.1378; H 0.0907; H 0.1322; C -0.0718; C -0.0732; C -0.4448; C -0.4589; N 0.1057; C -0.4570; O -0.1386; H 0.1215; C -0.1113; H 0.1351; H 0.1429

Model ii:
Formula: C17H29N5O7
Source: OMol25
Level of theory: ωB97M-V with the def2-TZVPD basis set

CARTESIAN COORDINATES (ANGSTROEM)
C: 0.84 0.04 5.53
C: 1.97 0.76 -2.66
C: -4.11 1.25 -3.95
C: 2.10 -0.08 2.06
O: 1.29 0.42 4.24
H: 1.50 -0.71 5.98
H: -0.18 -0.36 5.51
N: -0.90 -0.06 2.59
C: 2.78 -2.39 2.42
O: 3.78 -2.44 -0.11
C: 1.08 0.02 -4.92
H: 0.85 0.94 6.14
H: 3.08 0.75 -0.14
C: -3.96 0.81 -0.31
C: -1.44 0.11 1.35
H: -3.08 1.34 2.00
N: -1.03 0.38 -4.63
C: -4.53 1.25 -1.63
H: 2.81 0.68 2.38
C: 3.28 -1.38 0.25
H: 1.77 1.70 -2.16
H: -3.71 -0.25 -0.34
H: 2.93 0.85 -3.18
H: -4.32 2.32 -4.02
C: 2.02 -0.39 -1.66
H: 2.16 -1.33 -2.18
C: -0.40 0.75 -3.56
O: -2.81 1.58 -0.04
C: 1.38 -0.64 3.30
N: 0.96 0.56 -3.67
H: -0.94 0.71 3.24
C: 2.30 -1.79 3.73
H: 2.13 -3.19 2.05
C: -0.01 -1.15 2.92
H: 4.13 -0.17 -1.23
H: -1.85 1.17 -2.42
O: -3.61 0.93 -2.65
H: -4.72 0.97 0.48
H: -5.48 0.74 -1.80
H: 0.05 -1.80 2.05
H: -3.34 0.97 -4.66
H: -0.43 -1.75 3.74
O: -1.28 -0.67 0.44
N: 2.75 -1.26 1.50
H: 1.39 0.36 1.36
O: -0.87 1.27 -2.43
C: -2.28 1.38 1.24
H: -5.03 0.69 -4.14
H: -4.72 2.33 -1.61
H: 2.16 -0.68 -6.27
N: -0.06 -0.10 -5.52
C: 3.19 -0.20 -0.68
H: -1.65 2.23 1.47
H: 3.13 -1.37 4.29
H: 1.79 -2.53 4.36
H: 1.07 -0.44 -1.12
H: 3.79 -2.80 2.48
O: 2.29 -0.32 -5.38

Computed properties:
Multiplicity: 1
Gap between HOMO and LUMO, eV: 8.5

The molecule's Löwdin atomic charges, reported in e, are given here: C -0.0831; C -0.1168; C -0.0809; C -0.0498; O -0.1316; H 0.0884; H 0.0878; N 0.0823; C -0.1144; O 0.0632; C -0.4559; H 0.0950; H 0.1096; C -0.1806; C -0.4493; H 0.1327; N 0.0811; C -0.1993; H 0.1417; C -0.4624; H 0.1335; H 0.1343; H 0.1305; H 0.0937; C -0.1453; H 0.1318; C -0.4302; O -0.1140; C -0.4574; N 0.0679; H 0.1405; C -0.0839; H 0.1301; C -0.0979; H 0.1285; H 0.0856; O -0.2162; H 0.1308; H 0.1319; H 0.1366; H 0.0631; H 0.1278; O 0.0865; N -0.0217; H 0.1267; O 0.1098; C -0.1350; H 0.0907; H 0.1359; H 0.1201; N 0.0737; C -0.1030; H 0.1395; H 0.1334; H 0.1231; H 0.1122; H 0.1265; O 0.1025

model i takes first place; second place is 5.3 kcal/mol up.

Model i:
Formula: C3H7NO
Source: OMol25
Level of theory: ωB97M-V with the def2-TZVPD basis set

CARTESIAN COORDINATES (ANGSTROEM)
H: 2.35 -1.01 0.67
H: -0.04 -1.37 1.23
C: 0.60 -0.76 1.85
C: -1.50 0.14 -1.76
N: -0.98 1.36 -1.62
H: -0.74 1.82 -0.76
O: -2.01 -0.55 -0.91
H: -1.56 -0.21 -2.81
C: 1.92 -0.78 1.65
H: -0.82 1.83 -2.49
H: 0.15 -0.15 2.61
H: 2.62 -0.34 2.35

Computed properties:
Multiplicity: 1
Gap between HOMO and LUMO, eV: 10.6

The molecule's Löwdin atomic charges, reported in e, are given here: H 0.0450; H 0.0413; C -0.0809; C -0.4455; N 0.1243; H 0.1078; O 0.0011; H 0.1266; C -0.0891; H 0.0879; H 0.0430; H 0.0385

Model ii:
Formula: C3H7NO
Source: OMol25
Level of theory: ωB97M-V with the def2-TZVPD basis set

CARTESIAN COORDINATES (ANGSTROEM)
H: 0.18 -0.75 0.66
H: -1.46 1.09 0.32
O: 0.74 0.07 0.43
H: 1.64 1.88 -0.01
H: -2.19 -2.75 -0.20
H: -0.77 0.72 -1.33
H: 2.57 0.41 -0.44
N: -2.42 -1.78 -0.43
H: 2.40 0.89 1.27
C: -1.09 0.34 -0.37
C: 1.90 0.87 0.30
C: -1.49 -0.99 -0.21

Computed properties:
Multiplicity: 1
Gap between HOMO and LUMO, eV: 8.2

The molecule's Löwdin atomic charges, reported in e, are given here: H 0.1001; H 0.0888; O -0.2365; H 0.0843; H 0.0374; H 0.0903; H 0.0787; N 0.0671; H 0.0781; C -0.0162; C -0.1122; C -0.2598

model i takes first place; second place is 90.7 kcal/mol up.

Model i:
Formula: C3H7NO
Source: OMol25
Level of theory: ωB97M-V with the def2-TZVPD basis set

CARTESIAN COORDINATES (ANGSTROEM)
H: 0.16 -2.20 -0.37
N: 0.29 -1.32 0.12
H: -2.09 0.71 -0.39
H: -1.12 -0.02 -1.71
H: 0.94 -2.43 1.76
H: -1.37 1.73 -1.66
C: -1.22 0.84 -1.04
H: 0.87 -0.56 1.90
H: 0.97 0.96 -0.76
C: 0.72 -1.46 1.30
O: 0.00 1.42 0.95
C: 0.01 1.05 -0.21

Computed properties:
Multiplicity: 1
Gap between HOMO and LUMO, eV: 10.3

The molecule's Löwdin atomic charges, reported in e, are given here: H 0.0676; N 0.0309; H 0.0797; H 0.0633; H 0.0713; H 0.0768; C -0.0786; H 0.0653; H 0.1106; C -0.0726; O -0.0145; C -0.3999

Model ii:
Formula: C3H7NO
Source: OMol25
Level of theory: ωB97M-V with the def2-TZVPD basis set

CARTESIAN COORDINATES (ANGSTROEM)
C: -0.17 1.44 -0.54
O: 1.28 -0.88 -1.15
H: 0.64 1.32 -1.15
H: -1.17 1.53 -0.87
H: -1.29 -1.07 1.65
N: -0.21 0.10 0.28
H: -2.03 0.33 0.89
H: -0.97 0.60 2.21
H: 0.61 -1.70 0.64
C: -1.16 -0.06 1.30
H: 0.03 2.24 0.23
C: 0.57 -0.87 -0.15

Computed properties:
Multiplicity: 1
Gap between HOMO and LUMO, eV: 10.2

The molecule's Löwdin atomic charges, reported in e, are given here: C 0.0553; O -0.0080; H 0.0417; H 0.0722; H 0.0877; N -0.1874; H 0.0553; H 0.1121; H 0.1487; C -0.0901; H 0.1013; C -0.3888

Model iii:
Formula: C3H7NO
Source: OMol25
Level of theory: ωB97M-V with the def2-TZVPD basis set

CARTESIAN COORDINATES (ANGSTROEM)
C: -0.18 -0.63 -0.37
H: 2.10 -0.22 0.46
H: 2.19 1.67 0.55
H: 1.39 0.41 1.84
H: -2.04 -1.70 -1.19
H: -1.89 0.39 -1.60
O: 0.61 -1.57 -0.51
C: 1.67 0.58 0.86
C: -1.61 -0.53 -0.84
H: -2.05 -0.18 0.04
H: -0.51 1.25 0.49
N: 0.32 0.53 0.25

Computed properties:
Multiplicity: 1
Gap between HOMO and LUMO, eV: 10.2

The molecule's Löwdin atomic charges, reported in e, are given here: C -0.5639; H 0.0082; H 0.1548; H 0.0516; H 0.1709; H 0.1335; O 0.0173; C -0.0584; C -0.0473; H 0.0132; H 0.1843; N -0.0642

Model iv:
Formula: C3H7NO
Source: OMol25
Level of theory: ωB97M-V with the def2-TZVPD basis set

CARTESIAN COORDINATES (ANGSTROEM)
C: -0.54 -0.88 -0.32
H: -0.42 -0.70 -1.39
O: 1.71 2.67 -1.19
H: -0.38 -3.01 1.75
H: -0.98 -1.36 2.02
H: 0.97 1.52 0.27
C: -1.12 -2.27 1.42
H: -2.10 -2.69 1.63
N: -0.96 -2.03 0.00
H: -0.32 -0.08 0.37
H: 0.28 3.26 0.09
C: 0.98 2.48 -0.26

Computed properties:
Multiplicity: 1
Gap between HOMO and LUMO, eV: 10.7

The molecule's Löwdin atomic charges, reported in e, are given here: C -0.0858; H 0.0703; O 0.0072; H 0.0748; H 0.0659; H 0.0529; C -0.1523; H 0.0707; N -0.0800; H 0.0414; H 0.0829; C -0.1479

model ii takes first place; second place is 12.9 kcal/mol up.

Model i:
Formula: C2H7O2P
Source: OMol25
Level of theory: ωB97M-V with the def2-TZVPD basis set

CARTESIAN COORDINATES (ANGSTROEM)
P: -1.16 0.78 -0.01
H: -1.48 -1.09 -0.14
C: 0.89 0.37 -1.73
O: -0.26 0.96 -1.28
H: 1.64 0.36 -0.95
H: -0.38 1.94 2.01
H: 1.15 1.05 -2.50
O: -2.33 1.63 -0.08
H: 0.80 -0.72 -2.30
C: -0.09 1.14 1.37
H: 0.04 0.28 1.93
H: 0.88 1.44 1.01

Computed properties:
Multiplicity: 1
Gap between HOMO and LUMO, eV: 11.0

The molecule's Löwdin atomic charges, reported in e, are given here: P 0.4989; H 0.0977; C -0.1655; O -0.3380; H 0.0706; H 0.0523; H 0.0712; O -0.3272; H 0.1460; C -0.1681; H 0.0179; H 0.0443

Model ii:
Formula: C2H7O2P
Source: OMol25
Level of theory: ωB97M-V with the def2-TZVPD basis set

CARTESIAN COORDINATES (ANGSTROEM)
H: 1.11 -0.59 0.83
H: -2.10 -1.28 -0.82
H: 0.32 1.31 0.68
O: -1.24 0.85 -0.54
H: 0.63 1.69 -0.94
P: -2.25 -0.24 -0.04
C: 0.87 -0.33 -0.23
C: 0.13 1.00 -0.27
O: -3.64 0.10 0.27
H: 0.09 -1.07 -0.58
H: -1.56 -0.71 1.07
H: 1.81 -0.26 -0.84

Computed properties:
Multiplicity: 1
Gap between HOMO and LUMO, eV: 11.4

The molecule's Löwdin atomic charges, reported in e, are given here: H 0.0872; H -0.0061; H 0.0795; O -0.2765; H 0.1205; P 0.5820; C -0.0938; C -0.2993; O -0.3670; H 0.0567; H 0.0256; H 0.0912

model ii takes first place; second place is 15.1 kcal/mol up.